Record 1
Below is an isolated molecule of C19H22FN5O2, with properties calculated with the ωB97M-V functional and the def2-TZVPD basis.

The geometry in XYZ format:
```
49
Properties=species:S:1:pos:R:3
F -4.097 1.999 0.200
O -1.081 -0.397 1.763
O -3.857 -1.552 -1.762
N -2.722 -0.319 -0.258
N 2.246 1.036 0.538
N 0.552 -1.564 0.738
N 6.102 1.187 -0.658
N 5.286 -0.845 -0.364
C -5.114 -0.067 -0.403
C -7.562 1.024 0.395
C 6.348 -0.150 -0.658
C -0.641 -0.947 0.765
C -1.460 -0.956 -0.525
C 2.880 -0.237 0.209
C 4.297 0.071 -0.157
C 1.430 -1.468 1.894
C -5.202 1.225 0.103
C 2.201 -1.006 -0.962
C 3.975 2.576 -0.220
C 2.860 -1.124 1.466
C 2.509 2.141 -0.361
C -6.297 -0.795 -0.518
C 4.779 1.337 -0.338
C -6.406 1.776 0.499
C -7.507 -0.262 -0.118
C -3.852 -0.718 -0.874
C 1.219 -2.062 -0.441
H 1.678 -0.288 -1.597
H 1.848 2.964 -0.084
H 2.320 1.891 -1.420
H 4.127 3.037 0.760
H 3.358 -0.592 2.276
H -8.409 -0.847 -0.210
H -2.730 0.231 0.593
H 1.417 -2.421 2.436
H -6.235 -1.789 -0.935
H -6.422 2.785 0.881
H 2.969 -1.492 -1.563
H -0.921 -0.413 -1.313
H -8.505 1.447 0.707
H 1.019 -0.697 2.548
H 4.237 3.305 -0.990
H 7.310 -0.567 -0.878
H -1.652 -1.976 -0.876
H 3.437 -2.021 1.244
H 6.756 1.927 -0.852
H 0.500 -2.337 -1.211
H 1.763 -2.965 -0.151
H 1.251 0.915 0.681
```

Computed properties:
* SMILES string: O=C(NCC(=O)N1CCC2(CC1)NCCc1[nH]cnc12)c1ccccc1F
* total charge: 0
* HOMO: -8.5 eV
* LUMO energy: 0.7 eV
* orbital gap: 9.22 eV

Record 2
Below is a structure of composition C11H11ClIrN6O6S2, with properties calculated with the ωB97M-V functional and the def2-TZVPD basis.

The geometry in XYZ format:
```
38
Properties=species:S:1:pos:R:3
Ir 0.307 -0.390 0.045
Cl -0.889 1.162 -1.857
S 0.045 -0.178 4.565
S -2.894 -3.690 0.037
O 2.401 2.658 0.345
O -2.118 0.893 -2.485
O 1.881 -1.740 0.148
O 0.049 -0.032 -2.054
O -0.261 2.344 -2.262
O -1.060 1.130 -0.353
N -1.810 -2.346 -2.026
N -1.231 -1.759 0.177
N 2.210 0.415 0.122
N 4.079 -1.002 0.040
N 1.390 1.360 2.803
N 0.105 -0.464 2.043
C 2.756 -0.799 0.107
C -0.773 -1.435 2.524
C -0.887 -1.455 3.862
C -1.900 -2.482 -0.700
C 4.606 -2.367 -0.001
C 0.590 0.314 2.996
C 4.383 1.369 -0.006
C -1.472 -2.184 1.489
C 2.951 1.584 0.174
C -2.343 -3.200 1.598
C 4.883 0.125 -0.039
H 5.941 -0.079 -0.127
H -1.491 -2.099 4.478
H -2.694 -3.690 2.490
H 4.309 -2.910 0.893
H 5.689 -2.312 -0.049
H 4.229 -2.886 -0.880
H -2.406 -2.876 -2.635
H 1.612 1.722 1.875
H -1.260 -1.594 -2.415
H 1.688 1.910 3.590
H 5.030 2.230 -0.061
```

Computed properties:
* total charge: +1
* HOMO: -11.4 eV
* LUMO energy: -2.7 eV
* orbital gap: 8.69 eV

Record 3
Below is a structure of composition C12H23CdF3NO2P2 in a non-equilibrium geometry, with properties calculated with the ωB97M-V functional and the def2-TZVPD basis.

The geometry in XYZ format:
```
44
Properties=species:S:1:pos:R:3
Cd 0.550 -0.404 1.513
P -1.905 -1.165 1.285
P 2.030 0.965 -0.005
F -0.414 0.651 4.171
F 1.598 1.420 3.646
F -0.207 2.352 2.793
O 1.165 -3.316 -1.564
O 3.779 -2.655 -0.209
N -0.796 0.618 -0.807
C -2.170 1.816 -2.877
C 1.070 2.192 -0.997
C 3.272 2.069 0.739
C 0.349 1.133 3.113
C -1.979 0.126 -1.180
C -3.095 -0.009 2.048
C -2.538 -1.069 -0.441
C -0.944 2.310 -2.482
C -2.704 0.715 -2.227
C -2.589 -2.757 1.852
C -0.272 1.674 -1.434
C 2.933 0.175 -1.372
H -3.685 -2.759 1.756
H 3.973 1.460 1.320
H -2.995 -0.034 3.136
H 2.042 -3.678 -1.310
H -2.143 -3.544 1.230
H -3.654 0.299 -2.534
H 3.581 -0.634 -1.020
H -2.174 -2.012 -0.894
H -2.715 2.287 -3.690
H -0.526 3.190 -2.953
H 0.961 3.062 -0.326
H -3.639 -1.003 -0.368
H 3.792 2.639 -0.045
H 0.720 -4.046 -2.054
H 3.473 0.970 -1.908
H 2.756 2.750 1.427
H 3.832 -2.839 0.776
H -4.104 -0.300 1.727
H 1.700 2.432 -1.870
H 4.666 -2.903 -0.544
H -2.298 -2.910 2.898
H -2.874 1.007 1.707
H 2.180 -0.276 -2.025
```

Computed properties:
* total charge: +1
* HOMO: -11.6 eV
* LUMO energy: -3.6 eV
* orbital gap: 7.95 eV

Record 4
Below is an isolated molecule of C3H5NO in a non-equilibrium geometry, with properties calculated with the ωB97M-V functional and the def2-TZVPD basis.

The geometry in XYZ format:
```
10
Properties=species:S:1:pos:R:3
O 0.468 -0.694 -0.601
N -2.416 0.801 0.541
C -1.493 0.631 -0.135
C -0.274 0.430 -0.958
C 0.898 -0.697 0.749
H 0.328 1.349 -0.884
H 0.131 -1.138 1.399
H 1.125 0.316 1.100
H -0.574 0.300 -2.001
H 1.807 -1.299 0.789
```

Computed properties:
* SMILES string: COCC#N
* total charge: 0
* HOMO: -10.9 eV
* LUMO energy: 0.8 eV
* orbital gap: 11.68 eV

Record 5
Below is an isolated molecule of C9H8N2O4 in a non-equilibrium geometry, with properties calculated with the ωB97M-V functional and the def2-TZVPD basis.

The geometry in XYZ format:
```
23
Properties=species:S:1:pos:R:3
O -0.187 3.033 -0.078
O -1.601 -0.257 -3.305
O -1.675 3.232 1.612
O -0.520 0.798 -1.822
N 1.477 -3.045 0.870
N -0.931 -0.431 -2.368
C -1.559 1.200 0.254
C 0.335 -0.598 0.063
C -0.078 -1.236 1.226
C 1.341 -1.210 -0.683
C -0.251 0.712 -0.393
C -1.219 2.606 0.729
C 0.518 -2.446 1.567
C 1.857 -2.418 -0.245
C 0.681 1.914 -0.081
H 1.435 1.960 -0.857
H 1.069 1.743 0.922
H -1.920 0.657 1.123
H -0.852 -0.848 1.863
H 2.621 -2.898 -0.842
H 0.181 -2.946 2.466
H -2.397 1.209 -0.432
H 1.675 -0.732 -1.590
```

Computed properties:
* SMILES string: O=NO[C@@]1(c2ccncc2)COC(=O)C1
* total charge: 0
* HOMO: -10.2 eV
* LUMO energy: -0.2 eV
* orbital gap: 9.99 eV

Record 6
Below is an isolated molecule of C5H10O2 in a non-equilibrium geometry, with properties calculated with the ωB97M-V functional and the def2-TZVPD basis.

The geometry in XYZ format:
```
17
Properties=species:S:1:pos:R:3
O 0.257 0.394 0.819
O -1.258 -1.170 -1.287
C -1.820 1.759 0.497
C 0.973 -0.819 0.648
C -1.181 0.417 0.335
C -1.055 -0.006 -1.054
C 2.162 -1.078 -0.571
H -1.649 -0.404 0.882
H -0.635 0.709 -1.790
H -1.452 2.484 -0.236
H -2.917 1.730 0.428
H 0.429 -1.770 0.602
H 2.778 -0.191 -0.420
H 2.032 -1.228 -1.669
H 1.703 -0.901 1.457
H 2.695 -1.967 -0.174
H -1.532 2.067 1.494
```

Computed properties:
* SMILES string: CCO[C@@H](C)C=O
* total charge: 0
* HOMO: -9.7 eV
* LUMO energy: 0.9 eV
* orbital gap: 10.63 eV

Record 7
Below is a cluster of 2 separate species, C17H14Cl2N2O3 in total in a non-equilibrium geometry, with properties calculated with the ωB97M-V functional and the def2-TZVPD basis.

The geometry in XYZ format:
```
38
Properties=species:S:1:pos:R:3
Cl 4.520 3.730 -1.210
Cl -1.641 2.816 -1.112
O -1.407 -3.899 -2.798
O -0.218 5.396 -1.182
O 3.094 1.128 -1.030
N -0.206 -0.839 1.628
N 0.690 0.703 2.832
C -0.521 -1.643 0.541
C 0.447 -1.845 -0.455
C -0.779 -0.949 2.905
C 2.346 2.110 -0.985
C 2.838 3.516 -1.100
C -1.818 -2.164 0.429
C -2.752 -4.295 -3.066
C 0.539 4.413 -1.125
C -0.196 -0.015 3.662
C 0.892 1.966 -0.890
C 1.440 1.860 3.253
C 0.041 3.006 -1.016
C 0.148 -2.707 -1.506
C -2.183 -2.846 -0.735
C 0.728 0.178 1.583
C 1.990 4.567 -1.164
C -1.182 -3.163 -1.687
H -0.373 0.214 4.691
H 1.930 2.338 2.391
H -3.225 -3.122 -0.870
H 2.214 1.606 3.989
H 0.763 2.582 3.730
H 0.892 -3.027 -2.228
H 1.416 -1.348 -0.399
H -2.545 -1.941 1.216
H -3.129 -4.904 -2.239
H -3.377 -3.407 -3.202
H 0.487 0.958 -0.778
H -1.545 -1.659 3.133
H 2.403 5.567 -1.221
H -2.722 -4.880 -3.985
```

Computed properties:
* total charge: 0
* HOMO: -8.0 eV
* LUMO energy: -1.8 eV
* orbital gap: 6.23 eV

Record 8
Below is a structure of composition C27H72AlF2N10O16P3S2 in a non-equilibrium geometry, with properties calculated with the ωB97M-V functional and the def2-TZVPD basis.

The geometry in XYZ format:
```
133
Properties=species:S:1:pos:R:3
S 0.318 1.638 1.519
S 0.113 -0.012 -0.354
P 0.641 -4.215 4.069
P 2.922 6.192 -4.394
P -3.496 -2.251 -0.545
Al -3.347 1.936 -0.017
F -0.628 2.759 2.121
F -1.147 -0.728 -1.082
O -1.711 4.183 -0.008
O -3.770 -0.843 -0.831
O -1.187 6.227 -0.794
O 1.500 6.294 -4.020
O -2.214 6.069 1.050
O 0.971 0.404 -1.406
O 0.511 -1.172 0.387
O -0.728 -3.804 3.751
O 1.722 -4.742 -2.576
O 1.454 -2.833 -3.708
O 0.218 -4.513 -4.221
O -3.237 0.821 2.871
O -2.581 0.940 5.004
O -4.062 2.371 4.194
O 1.390 2.381 0.973
O 0.463 0.799 2.657
N 3.115 5.653 -5.945
N 3.586 7.693 -4.358
N -4.740 -2.998 0.250
N 0.895 -5.829 3.941
N 1.078 -3.702 5.590
N -3.347 -3.129 -1.961
N 1.800 -3.438 3.151
N 3.799 5.165 -3.419
N -0.737 1.165 0.304
N -2.206 -2.651 0.388
C 1.883 -1.989 3.169
C 2.565 -2.232 -3.087
C 2.041 -6.542 4.481
C 2.386 6.362 -6.984
C -0.201 -6.650 3.361
C 3.451 4.287 -6.341
C -2.078 -3.322 -2.670
C 1.174 -4.092 -3.406
C -1.831 -0.252 4.868
C 3.055 4.097 -2.778
C 4.845 8.006 -5.038
C -4.498 -3.197 -2.867
C -3.253 1.355 3.934
C -0.734 5.812 -2.105
C -4.617 -4.302 0.907
C -0.195 -5.872 -4.017
C -6.123 -2.555 0.066
C -1.645 5.379 0.081
C 2.799 -4.121 2.376
C -2.075 -1.802 1.565
C 0.036 -3.480 6.588
C -2.562 5.370 2.240
C -1.425 -3.873 0.434
C 5.175 4.853 -3.678
C 3.270 8.633 -3.306
C 2.423 -3.787 6.098
C -4.286 2.852 5.514
H -3.526 4.874 2.100
H 2.201 4.518 -2.254
H -4.384 -2.431 -3.649
H -2.436 -1.143 5.026
H -3.866 -4.242 1.688
H -1.993 -2.446 -3.330
H -5.431 -2.992 -2.361
H 4.632 8.579 -5.947
H -1.239 -3.252 -1.994
H 2.828 -2.768 6.225
H 5.411 7.128 -5.328
H -1.124 -4.199 -0.558
H 2.522 -5.152 2.168
H -1.025 -0.236 5.598
H -6.684 -3.392 -0.363
H 2.565 3.743 -6.676
H 2.155 7.360 -6.611
H 2.393 -1.935 -2.052
H 3.981 3.730 -5.577
H 5.396 3.903 -4.191
H -1.082 -1.927 1.968
H 0.882 -1.608 3.398
H -0.880 -6.967 4.156
H -5.197 3.455 5.494
H 5.728 5.663 -4.126
H 0.243 -7.474 2.810
H -0.239 -4.436 7.045
H 2.516 -1.651 3.996
H -1.917 -4.705 0.946
H 2.970 9.600 -3.705
H -0.849 -3.082 6.090
H -3.457 3.464 5.851
H 5.435 8.660 -4.399
H -2.722 6.090 3.049
H 0.501 -6.595 -4.437
H 2.850 -1.319 -3.606
H -0.390 -6.043 -2.954
H -2.102 -4.223 -3.275
H 2.557 -4.331 7.034
H 4.144 8.724 -2.661
H -2.121 -0.746 1.286
H 3.129 -4.197 5.368
H -1.149 -6.079 -4.507
H 5.608 4.589 -2.700
H -2.857 -2.010 2.299
H -6.562 -2.267 1.018
H 1.396 5.891 -7.094
H 4.159 4.387 -7.172
H 3.699 3.607 -2.047
H -5.576 -4.597 1.324
H -4.423 -4.159 -3.378
H 2.702 3.305 -3.446
H 3.729 -4.198 2.959
H -0.805 -6.033 2.703
H -1.551 5.391 -2.693
H 3.461 -2.854 -3.129
H -0.482 -3.649 0.931
H 0.069 5.095 -1.987
H 2.186 -6.432 5.555
H -0.412 6.707 -2.615
H -4.597 2.074 6.215
H -1.827 4.718 2.714
H -6.128 -1.765 -0.679
H -1.337 -0.308 3.897
H 2.848 6.344 -7.968
H -4.408 -5.062 0.147
H 2.131 -1.609 2.185
H 2.459 8.228 -2.704
H 2.977 -6.151 4.054
H 2.991 -3.611 1.434
H 0.342 -2.748 7.333
H 2.045 -7.569 4.127
```

Computed properties:
* total charge: +2
* HOMO: -11.8 eV
* LUMO energy: -10.6 eV
* orbital gap: 1.15 eV

Which of these has the highest total charge? C27H72AlF2N10O16P3S2

What is the LUMO energy in the fifth record? -0.2 eV

Repeat the sixth record exactly.
Below is an isolated molecule of C5H10O2 in a non-equilibrium geometry, with properties calculated with the ωB97M-V functional and the def2-TZVPD basis.

The geometry in XYZ format:
```
17
Properties=species:S:1:pos:R:3
O 0.257 0.394 0.819
O -1.258 -1.170 -1.287
C -1.820 1.759 0.497
C 0.973 -0.819 0.648
C -1.181 0.417 0.335
C -1.055 -0.006 -1.054
C 2.162 -1.078 -0.571
H -1.649 -0.404 0.882
H -0.635 0.709 -1.790
H -1.452 2.484 -0.236
H -2.917 1.730 0.428
H 0.429 -1.770 0.602
H 2.778 -0.191 -0.420
H 2.032 -1.228 -1.669
H 1.703 -0.901 1.457
H 2.695 -1.967 -0.174
H -1.532 2.067 1.494
```

Computed properties:
* SMILES string: CCO[C@@H](C)C=O
* total charge: 0
* HOMO: -9.7 eV
* LUMO energy: 0.9 eV
* orbital gap: 10.63 eV